1.
ORCA calculation (the ωB97M-V functional and the def2-TZVPD basis) on one molecule with the formula C5H4O in a non-equilibrium geometry.

Element x y z (Å)
C  1.98389  -1.00458  0.52446
C  2.99490  0.01553  0.06075
C  1.82769  0.81048  0.29612
C  0.93587  -0.30300  0.02492
C  -0.48390  -0.44471  -0.29976
O  4.08344  0.04111  -0.39300
H  1.68394  1.54575  1.07577
H  -0.64079  -1.27587  -0.98580
H  -0.87862  0.47017  -0.73369
H  -1.03092  -0.66490  0.61758

Results
**E_HOMO (alpha / beta)**: -6.35 / -10.12 eV
**Gap between HOMO and LUMO (alpha / beta)**: 6.88 / 7.94 eV
**Multiplicity**: 3
**Total charge**: 0

2.
ORCA calculation (the ωB97M-V functional and the def2-TZVPD basis) on one molecule with the formula C5H4O2.

Element x y z (Å)
O  1.90554  1.43645  0.90530
C  1.09840  0.74156  0.33771
C  1.13645  -0.71585  0.09050
C  -0.11639  -1.16761  -0.05938
C  -1.14801  -0.07321  -0.21617
C  -0.30683  1.19359  -0.12759
O  -0.63205  2.32076  -0.39108
H  2.04390  -1.30727  0.12359
H  -0.40030  -2.21881  -0.05906
H  -1.90985  -0.06413  0.57345
H  -1.67085  -0.14549  -1.17726

Results
**E_HOMO**: -9.41 eV
**Gap between HOMO and LUMO**: 8.85 eV
**Total charge**: 0
**SMILES**: O=C1C=CCC1=O

3.
ORCA calculation (the ωB97M-V functional and the def2-TZVPD basis) on one molecule with the formula C5H4O2.

Element x y z (Å)
O  2.09449  1.48759  0.16403
C  1.14713  0.73913  0.15195
C  1.10053  -0.73745  0.19826
C  -0.15426  -1.16923  0.00802
C  -1.14333  -0.06508  -0.26725
C  -0.33666  1.18326  0.07342
O  -0.74299  2.29165  0.29746
H  1.97267  -1.35226  0.38088
H  -0.45590  -2.21222  0.02752
H  -2.07695  -0.12521  0.29919
H  -1.40473  -0.04018  -1.33347

Results
**E_HOMO**: -9.42 eV
**Gap between HOMO and LUMO**: 8.81 eV
**Total charge**: 0
**SMILES**: O=C1C=CCC1=O